[1]
Formula: C27H23N4O5ReS4Sb
Source: OMol25
Level of theory: the ωB97M-V functional and the def2-TZVPD basis

Calculated values
- Multiplicity: 3
- Total energy: -3549.33381 Ha
- Total charge: -1
- Highest occupied orbital energy (alpha / beta): -4.134 / -4.019 eV
- Gap between HOMO and LUMO (alpha / beta): 6.411 / 5.892 eV
- Max |F|: 0.654 eV/Å
- Energy above the lowest of the compared OMol25 structures with the same formula, charge and spin: 8.7 kcal/mol
- LUMO level (alpha / beta): 2.3 / 1.9 eV

Each line ends with the natural charge from an NBO analysis.
Cartesian coordinates (Å):
1 Re 0.3991 -0.0638 0.8928  1.078
2 C 2.4869 -0.8726 -4.6247  -0.248
3 O 1.5176 -0.6494 -3.6100  -0.529
4 C 0.8127 -1.7100 -3.0981  0.303
5 C 0.3826 -2.7785 -3.8554  -0.283
6 C -0.3409 -3.8081 -3.2567  -0.253
7 C -0.6159 -3.7499 -1.9147  -0.200
8 C -0.2270 -2.6582 -1.1136  -0.121
9 C -0.5938 -2.7568 0.2760  0.073
10 N -0.3956 -1.8659 1.2024  -0.277
11 N -0.8808 -2.1653 2.4556  -0.452
12 C -0.7178 -1.1462 3.2676  0.534
13 O -0.1548 -0.0367 2.9382  -0.682
14 C -1.2134 -1.2860 4.6559  -0.030
15 C -0.8365 -0.3409 5.6063  -0.193
16 C -1.2871 -0.4511 6.9118  -0.220
17 C -2.1197 -1.5008 7.2736  -0.214
18 C -2.5081 -2.4373 6.3244  -0.226
19 C -2.0557 -2.3341 5.0195  -0.197
20 C 0.4773 -1.5841 -1.7283  0.302
21 O 0.8565 -0.4792 -1.1159  -0.750
22 H 2.3374 -1.8165 -5.1430  0.173
23 H 3.4860 -0.8708 -4.1789  0.183
24 H 2.4201 -0.0481 -5.3316  0.207
25 H 0.5865 -2.8199 -4.9163  0.211
26 H -0.6886 -4.6399 -3.8553  0.206
27 H -1.1555 -4.5608 -1.4388  0.203
28 H -1.1034 -3.6628 0.5932  0.193
29 H -0.1926 0.4679 5.2880  0.244
30 H -0.9929 0.2820 7.6526  0.208
31 H -2.4640 -1.5900 8.2970  0.203
32 H -3.1693 -3.2478 6.6061  0.204
33 H -2.3439 -3.0533 4.2656  0.232
34 C -3.5540 6.0807 -4.3020  -0.625
35 C -2.6303 5.5674 -3.2282  -0.018
36 C -1.8061 4.4703 -3.4558  -0.226
37 C -0.9951 3.9647 -2.4503  -0.119
38 C -0.9950 4.5776 -1.2103  -0.354
39 C -1.7958 5.6830 -0.9650  -0.187
40 C -2.6065 6.1753 -1.9745  -0.230
41 S -0.0828 3.8435 0.1386  2.334
42 O 1.3209 4.0019 -0.1373  -0.946
43 O -0.5895 4.4677 1.3381  -0.977
44 N -0.4426 2.2770 0.0619  -0.939
45 C -1.6959 1.8342 0.2439  0.431
46 C -2.9018 2.5746 0.2201  -0.301
47 C -4.0936 1.9177 0.3925  -0.141
48 C -4.1115 0.5348 0.5854  -0.317
49 C -2.9049 -0.1215 0.6284  0.072
50 N -1.7337 0.4961 0.4707  -0.538
51 H -3.4863 5.4637 -5.1972  0.211
52 H -3.3079 7.1090 -4.5733  0.214
53 H -4.5878 6.0648 -3.9522  0.213
54 H -1.8006 3.9961 -4.4306  0.206
55 H -0.3683 3.1007 -2.6265  0.243
56 H -1.7826 6.1256 0.0231  0.243
57 H -3.2414 7.0345 -1.7867  0.202
58 H -2.8633 3.6432 0.0911  0.235
59 H -5.0240 2.4729 0.3862  0.207
60 H -5.0354 -0.0093 0.7173  0.212
61 H -2.8568 -1.1896 0.8113  0.205
62 S 2.6850 2.4465 -3.0874  -0.814
63 Sb 2.9780 0.7739 -1.6244  1.110
64 S 2.4466 1.4016 0.7859  -0.187
65 S 2.7121 -0.5380 1.3998  -0.300

[2]
Formula: C2H4BrNOS
Source: OMol25
Level of theory: the ωB97M-V functional and the def2-TZVPD basis

Calculated values
- Multiplicity: 1
- Total energy: -3180.66890 Ha
- Highest occupied orbital energy (alpha / beta): -8.022 / -8.021 eV
- Gap between HOMO and LUMO (alpha / beta): 8.095 / 8.094 eV
- Max |F|: 3.144 eV/Å
- Energy above the lowest of the compared OMol25 structures with the same formula, charge and spin: 90.2 kcal/mol
- LUMO level (alpha / beta): 0.1 / 0.1 eV

Each line ends with the natural charge from an NBO analysis.
Cartesian coordinates (Å):
1 C 0.4794 -0.7077 -0.7057  0.821
2 C 0.1025 0.6119 -1.2539  -0.795
3 N -0.6202 -0.7642 1.1803  -0.879
4 O 1.2463 -1.5788 -0.8189  -0.424
5 S -0.0001 0.5451 2.0767  0.162
6 Br -0.1749 -2.4920 1.7398  0.174
7 H -0.9563 1.0125 -0.8833  0.284
8 H 0.9275 1.2729 -1.0419  0.283
9 H 0.1123 0.7525 -2.3679  0.271
10 H -1.1165 1.3479 2.0749  0.103

[3]
Formula: C22H30ClN3O3
Source: OMol25
Level of theory: the ωB97M-V functional and the def2-TZVPD basis

Calculated values
- Multiplicity: 1
- Total energy: -1706.54501 Ha
- SMILES string: O=C1CC[C@@H](C(=O)N2CCc3c(Cl)cccc3C2)CN1CCCN1CCOCC1
- Highest occupied orbital energy: -8.370 eV
- Gap between HOMO and LUMO: 8.814 eV
- Max |F|: 0.519 eV/Å
- Energy above the lowest of the compared OMol25 structures with the same formula, charge and spin: 0.2 kcal/mol
- LUMO level: 0.4 eV

Each line ends with the natural charge from an NBO analysis.
Cartesian coordinates (Å):
1 O -0.9936 1.1860 4.3039  -0.627
2 C -0.3483 1.8220 3.4964  0.693
3 N -0.7179 1.9754 2.2023  -0.459
4 C 0.0703 2.8059 1.3310  -0.206
5 C 1.5625 2.4144 1.3457  -0.312
6 C 1.8060 1.1665 0.4899  0.707
7 O 2.0138 0.0779 0.9928  -0.637
8 N 1.8071 1.3166 -0.8564  -0.446
9 C 1.5454 2.4917 -1.6503  -0.209
10 H 2.3677 2.5991 -2.3688  0.199
11 C 0.2317 2.3305 -2.4206  -0.449
12 C 0.1219 0.9744 -3.0590  0.018
13 C 0.9865 -0.0597 -2.7130  -0.037
14 C 0.8674 -1.3024 -3.3239  -0.203
15 C -0.1153 -1.5320 -4.2667  -0.195
16 C -0.9981 -0.5209 -4.6065  -0.232
17 C -0.8718 0.7157 -4.0008  -0.035
18 Cl -1.9857 1.9727 -4.4268  0.001
19 H -1.7778 -0.6875 -5.3325  0.230
20 H -0.2044 -2.4999 -4.7342  0.222
21 H 1.5502 -2.0910 -3.0472  0.218
22 C 2.0608 0.1540 -1.6826  -0.247
23 H 3.0304 0.2740 -2.1877  0.202
24 H 2.1283 -0.7128 -1.0215  0.264
25 H -0.6250 2.4680 -1.7531  0.216
26 H 0.1630 3.1039 -3.1886  0.234
27 H 1.5122 3.3900 -1.0364  0.216
28 C 2.0190 2.1531 2.7914  -0.404
29 C 0.9505 2.5331 3.8157  -0.497
30 H 1.2656 2.2450 4.8182  0.243
31 H 0.7761 3.6126 3.8090  0.212
32 H 2.9408 2.6972 3.0014  0.214
33 H 2.2290 1.0859 2.8934  0.251
34 H 2.1374 3.2412 0.9196  0.220
35 H -0.0132 3.8577 1.6433  0.196
36 H -0.3411 2.7239 0.3256  0.214
37 C -1.9361 1.3729 1.7054  -0.215
38 H -2.5177 1.0858 2.5845  0.240
39 C -1.6869 0.1415 0.8331  -0.407
40 C -1.0418 -0.9928 1.6305  -0.239
41 N -1.2571 -2.2801 0.9872  -0.442
42 C -0.4814 -2.4294 -0.2323  -0.262
43 C -0.8184 -3.7716 -0.8803  -0.070
44 O -0.5480 -4.8495 -0.0174  -0.526
45 C -1.2676 -4.7027 1.1858  -0.072
46 C -0.9371 -3.3824 1.8799  -0.248
47 H -1.5375 -3.2887 2.7869  0.206
48 H 0.1311 -3.3763 2.1595  0.170
49 H -0.9898 -5.5508 1.8139  0.192
50 H -2.3477 -4.7378 0.9772  0.164
51 H -0.2125 -3.9326 -1.7740  0.186
52 H -1.8840 -3.7744 -1.1573  0.164
53 H -0.7384 -1.6292 -0.9277  0.207
54 H 0.6018 -2.3860 -0.0204  0.172
55 H 0.0299 -0.7909 1.7777  0.200
56 H -1.5127 -1.0374 2.6151  0.207
57 H -1.0566 0.4121 -0.0171  0.185
58 H -2.6452 -0.2085 0.4461  0.222
59 H -2.4975 2.1265 1.1408  0.190

[4]
Formula: C5H15N3
Source: OMol25
Level of theory: the ωB97M-V functional and the def2-TZVPD basis

Calculated values
- Multiplicity: 1
- Total energy: -363.73784 Ha
- SMILES string: CC(C)(C)NC(N)N
- Highest occupied orbital energy: -8.118 eV
- Gap between HOMO and LUMO: 9.036 eV
- Max |F|: 4.601 eV/Å
- Energy above the lowest of the compared OMol25 structures with the same formula, charge and spin: 30.9 kcal/mol
- LUMO level: 0.9 eV

Each line ends with the natural charge from an NBO analysis.
Cartesian coordinates (Å):
1 C 0.6743 -0.6679 -0.1574  0.142
2 C -0.9368 1.3028 0.2534  0.285
3 C 2.0427 -0.6899 0.5226  -0.622
4 C 0.8171 -0.1321 -1.5824  -0.642
5 C 0.0775 -2.0735 -0.1967  -0.614
6 N -0.3083 0.1944 0.8164  -0.687
7 N -1.4230 2.1088 1.5037  -0.944
8 N -2.0658 0.9348 -0.4886  -0.882
9 H -0.0686 0.1987 1.7997  0.400
10 H -0.2844 1.9725 -0.3089  0.144
11 H -0.8015 2.7092 2.0410  0.368
12 H -2.3833 2.0023 1.8195  0.381
13 H -2.4260 1.5303 -1.2251  0.381
14 H -2.4501 0.0009 -0.4023  0.391
15 H 1.9696 -1.0812 1.5424  0.206
16 H 2.4641 0.3191 0.5868  0.211
17 H 2.7551 -1.3173 -0.0269  0.208
18 H -0.1437 -0.1025 -2.1051  0.225
19 H 1.4755 -0.7753 -2.1806  0.219
20 H 1.2540 0.8714 -1.5960  0.210
21 H -0.9227 -2.0553 -0.6428  0.208
22 H 0.6996 -2.7600 -0.7839  0.200
23 H -0.0154 -2.4902 0.8112  0.211

[5]
Formula: C15H18O2
Source: OMol25
Level of theory: the ωB97M-V functional and the def2-TZVPD basis

Calculated values
- Multiplicity: 1
- Total energy: -732.81027 Ha
- SMILES string: CCc1ccc(O)cc1.Cc1ccc(O)cc1
- Highest occupied orbital energy: -8.392 eV
- Gap between HOMO and LUMO: 9.077 eV
- Max |F|: 3.020 eV/Å
- Energy above the lowest of the compared OMol25 structures with the same formula, charge and spin: 35.2 kcal/mol
- LUMO level: 0.7 eV

Each line ends with the natural charge from an NBO analysis.
Cartesian coordinates (Å):
1 C -0.5499 -1.6202 -1.8522  -0.424
2 C -0.3348 -0.9672 -3.1871  -0.614
3 C 0.7697 -1.7490 -1.0524  -0.018
4 C 1.6638 -2.7450 -1.5145  -0.203
5 C 1.0079 -0.8689 -0.0351  -0.220
6 C 2.8831 -2.8665 -0.9009  -0.249
7 C 2.2949 -1.0020 0.5898  -0.272
8 C 3.1320 -2.0383 0.2352  0.284
9 O 4.2802 -2.2530 0.9468  -0.683
10 H -1.1855 -0.9601 -1.2567  0.205
11 H -1.0354 -2.5976 -1.9319  0.208
12 H -0.1923 -1.6599 -4.0443  0.209
13 H 1.3950 -3.1969 -2.4402  0.213
14 H 0.2674 -0.1895 0.4306  0.234
15 H 3.8129 -3.2701 -1.2217  0.228
16 H 2.5325 -0.4201 1.4624  0.202
17 H 4.6145 -1.3930 1.2493  0.479
18 H 0.5382 -0.2823 -3.1025  0.210
19 H -1.1356 -0.2805 -3.4293  0.209
20 C -0.0189 3.1543 -0.2546  -0.629
21 C -1.7836 1.4279 0.2920  -0.224
22 C -1.0054 2.4671 0.7051  -0.015
23 C -2.6063 0.6364 1.0699  -0.255
24 C -1.0773 2.7429 2.0762  -0.211
25 C -2.7154 0.9658 2.4189  0.277
26 C -1.9249 2.0412 2.9055  -0.252
27 O -3.4791 0.2131 3.3023  -0.702
28 H -1.8447 1.3124 -0.8215  0.204
29 H -3.2064 -0.1352 0.5860  0.228
30 H -0.4122 4.1887 -0.3069  0.223
31 H -0.0028 2.5774 -1.1779  0.220
32 H -0.5913 3.6621 2.4300  0.211
33 H -2.1926 2.3450 3.9049  0.222
34 H -2.8651 -0.3729 3.7642  0.483
35 H 0.9674 3.1337 0.1610  0.221

[6]
Formula: C4H12N4O
Source: OMol25
Level of theory: the ωB97M-V functional and the def2-TZVPD basis

Calculated values
- Multiplicity: 1
- Total energy: -453.77935 Ha
- SMILES string: C/N=C(\C)O.N/C=N/N
- Highest occupied orbital energy: -7.310 eV
- Gap between HOMO and LUMO: 8.273 eV
- Max |F|: 5.238 eV/Å
- Energy above the lowest of the compared OMol25 structures with the same formula, charge and spin: 77.1 kcal/mol
- LUMO level: 1.0 eV

Each line ends with the natural charge from an NBO analysis.
Cartesian coordinates (Å):
1 C 0.2507 -2.0596 -0.6955  -0.440
2 C -2.0833 -0.3268 -0.3001  -0.705
3 C -0.9066 -0.4462 0.6236  0.629
4 O -1.2229 -0.1088 1.9091  -0.693
5 N 0.0379 -1.3723 0.5614  -0.605
6 H -0.5992 -0.6149 2.4537  0.486
7 H 0.2689 -1.4021 -1.5787  0.170
8 H -0.5191 -2.8194 -0.8778  0.187
9 H 1.2169 -2.5707 -0.6523  0.195
10 H -2.7312 0.4908 0.0211  0.240
11 H -2.6431 -1.2649 -0.2910  0.233
12 H -1.7478 -0.1275 -1.3180  0.233
13 N -0.2158 2.1325 -0.9244  -0.679
14 N 2.2676 0.7458 1.1349  -0.794
15 C 1.4502 0.9278 0.0844  0.281
16 N 0.2873 1.5425 0.2164  -0.383
17 H 0.3726 2.0888 -1.7541  0.324
18 H -0.4400 3.1060 -0.7267  0.360
19 H 1.8530 0.9368 2.0390  0.410
20 H 3.2168 0.4431 0.9718  0.405
21 H 1.8872 0.6992 -0.8970  0.147